1.
79
Properties=species:S:1:pos:R:3 method="wB97M-V/def2-TZVPD" gap_ev="5.0 / 4.3" e_homo_ev="-17.7 / -17.7" charge=+4 energy_ha=-2010.84874 spin_multiplicity=2
Re 1.808 0.095 -1.044
C 4.113 2.057 -1.472
C 4.475 0.811 -2.256
N 3.825 -0.357 -1.575
C 3.891 -1.665 -2.306
C 2.943 -2.614 -1.617
C 3.065 -3.984 -1.566
C 2.070 -4.719 -0.921
C 0.981 -4.076 -0.340
C 0.916 -2.700 -0.409
C -0.179 -1.859 0.189
N -0.150 -0.500 -0.437
C -0.073 -0.451 -1.873
C 1.690 1.623 -2.138
N 2.646 2.017 -1.133
N 1.884 -2.003 -1.035
H 4.331 2.958 -2.046
H 4.660 2.110 -0.530
H 5.557 0.680 -2.282
H 4.107 0.838 -3.281
H 4.323 -0.487 -0.690
H 4.914 -2.040 -2.325
H 3.572 -1.493 -3.337
H 3.912 -4.479 -2.024
H 2.144 -5.799 -0.876
H 0.200 -4.637 0.156
H -0.024 -1.744 1.266
H -1.163 -2.306 0.031
H -0.853 0.108 -0.019
H -0.660 0.342 -2.314
H -0.173 -1.407 -2.374
H -0.232 4.959 -2.873
H 1.769 2.092 -3.115
H 2.371 2.768 -0.508
C 1.731 0.490 4.522
N 2.335 0.207 3.195
C 2.003 0.746 2.042
N 2.470 -0.018 1.042
C 3.118 -1.039 1.707
N 3.042 -0.923 2.998
C 0.523 -0.412 4.650
C 0.445 -1.366 5.653
C -0.613 -2.271 5.672
C -1.562 -2.262 4.667
C -1.492 -1.294 3.662
C -0.473 -0.352 3.679
C -2.430 -1.359 2.543
N -3.068 -2.399 2.143
N -3.763 -2.033 1.006
C -3.506 -0.792 0.790
O -2.627 -0.281 1.712
C -4.068 0.036 -0.280
C -4.921 -0.600 -1.188
C -5.550 0.133 -2.176
C -5.330 1.501 -2.270
C -4.483 2.138 -1.372
C -4.275 3.625 -1.505
N -3.007 3.897 -2.225
C -1.894 4.402 -1.772
N -0.963 4.267 -2.746
C -1.656 3.753 -3.830
N -2.879 3.487 -3.516
C -3.847 1.407 -0.370
H 1.488 1.552 4.543
H 2.490 0.282 5.271
H 1.427 1.652 1.947
H 3.628 -1.861 1.228
H 1.210 -1.417 6.418
H -0.676 -3.005 6.464
H -2.362 -2.990 4.653
H -0.460 0.422 2.917
H -5.110 -1.660 -1.082
H -6.231 -0.354 -2.861
H -5.838 2.075 -3.035
H -4.213 4.142 -0.548
H -5.062 4.081 -2.102
H -1.735 4.791 -0.779
H -1.214 3.550 -4.793
H -3.265 1.914 0.395

---

2.
117
Properties=species:S:1:pos:R:3 method="wB97M-V/def2-TZVPD" gap_ev=7.3 e_homo_ev=-5.7 charge=-1 energy_ha=-8844.58867
C 1.806 2.325 4.672
C 1.066 2.704 3.793
B 0.136 3.378 2.661
O -1.204 3.429 3.249
O 0.534 4.775 2.309
C 0.810 4.890 0.943
C 2.325 5.235 0.839
C 3.259 4.422 1.747
O 3.737 3.193 1.209
C 0.002 6.151 0.558
O -0.075 6.352 -0.869
N -1.222 7.072 -1.175
O -1.505 6.943 -2.302
C 0.313 3.528 0.285
C -1.063 3.552 -0.469
C -1.942 2.321 -0.173
C -3.116 2.583 0.766
C -4.196 3.477 0.127
S -4.406 5.079 0.897
O -3.386 5.358 1.855
O -4.573 6.048 -0.147
O -5.773 4.969 1.726
P 1.586 2.865 -0.950
O 0.718 1.592 -1.552
Br 1.562 4.337 -2.710
O 0.297 2.673 1.367
H 2.263 2.025 5.585
H -1.681 4.182 2.893
H 2.716 5.196 -0.185
H 2.427 6.273 1.158
H 2.800 4.185 2.703
H 4.128 5.063 1.959
H 4.165 3.362 0.366
H -1.009 6.002 0.937
H 0.403 7.024 1.071
H -0.889 3.571 -1.545
H -1.639 4.458 -0.266
H -1.370 1.472 0.190
H -2.386 2.008 -1.128
H -3.578 1.621 0.998
H -2.784 3.006 1.710
H -5.154 2.959 0.227
H -4.057 3.663 -0.936
H -6.465 4.620 1.150
H 1.270 1.210 -2.243
C -4.660 -2.742 2.009
C -4.760 -1.389 1.293
C -6.017 -1.095 0.468
F -6.207 -1.998 -0.515
F -5.867 0.121 -0.105
F -3.657 -1.184 0.547
F -4.767 -0.449 2.279
O -3.936 -3.789 1.380
C -4.504 -4.610 0.448
C -3.898 -4.432 -0.950
F -3.941 -3.154 -1.355
F -4.622 -5.180 -1.824
F -5.846 -4.504 0.426
F -4.217 -5.883 0.813
H -4.073 -2.529 2.901
H -5.635 -3.082 2.360
H -6.902 -1.076 1.108
H -2.860 -4.769 -0.957
C 7.488 3.415 -2.873
C 6.869 3.954 -1.576
C 7.484 5.209 -0.950
F 8.788 5.036 -0.653
F 6.827 5.488 0.196
F 6.785 2.963 -0.665
F 5.596 4.314 -1.902
O 8.425 2.353 -2.790
C 9.755 2.569 -2.552
C 10.213 2.018 -1.195
F 9.457 2.495 -0.192
F 11.494 2.398 -0.982
F 10.092 3.862 -2.708
F 10.439 1.869 -3.488
H 6.647 2.969 -3.402
H 7.852 4.224 -3.507
H 7.381 6.060 -1.630
H 10.154 0.928 -1.198
C -6.195 -7.781 -2.346
C -6.985 -8.637 -1.346
C -6.369 -9.959 -0.880
F -6.125 -10.794 -1.909
F -7.238 -10.573 -0.044
F -8.239 -8.840 -1.804
F -7.091 -7.881 -0.214
O -6.511 -7.883 -3.726
C -5.982 -8.860 -4.527
C -7.040 -9.848 -5.036
F -7.747 -10.380 -4.022
F -6.419 -10.853 -5.694
F -4.949 -9.490 -3.939
F -5.494 -8.244 -5.628
H -6.469 -6.758 -2.099
H -5.121 -7.851 -2.172
H -5.437 -9.772 -0.340
H -7.725 -9.339 -5.716
C 3.245 -0.915 1.423
C 2.959 -0.793 2.926
C 4.001 -0.069 3.781
F 5.211 -0.680 3.721
F 3.616 -0.105 5.080
F 2.686 -2.024 3.440
F 1.833 -0.062 3.023
O 3.826 -2.119 0.923
C 5.173 -2.339 0.921
C 5.590 -3.481 1.857
F 5.140 -3.291 3.108
F 6.943 -3.546 1.898
F 5.876 -1.219 1.152
F 5.502 -2.759 -0.330
H 2.257 -0.906 0.965
H 3.759 -0.031 1.045
H 4.097 0.974 3.470
H 5.196 -4.428 1.481

---

3.
84
Properties=species:S:1:pos:R:3 method="wB97M-V/def2-TZVPD" gap_ev="3.4 / 3.9" e_homo_ev="-17.1 / -17.1" charge=+4 energy_ha=-2275.64046 spin_multiplicity=2
W 0.322 -0.110 0.029
C -1.644 2.696 2.814
C -1.632 1.518 2.081
N -0.568 1.494 1.260
N 0.099 2.670 1.452
C -0.527 3.391 2.393
B 1.325 2.989 0.565
N 0.837 2.745 -0.895
C 0.837 3.591 -1.932
C 0.189 2.990 -2.995
C -0.184 1.741 -2.524
N 0.206 1.593 -1.246
N 2.410 1.958 0.908
C 3.692 2.084 1.286
C 4.211 0.826 1.531
C 3.162 -0.047 1.277
N 2.071 0.645 0.908
N 1.860 4.403 0.686
C 1.261 5.597 0.885
C 2.232 6.589 0.809
C 3.430 5.902 0.515
N 3.155 4.637 0.383
H -2.365 3.023 3.533
H -2.352 0.716 2.078
H -0.153 4.334 2.739
H 1.289 4.560 -1.880
H 0.015 3.414 -3.963
H -0.728 0.966 -3.042
H 4.165 3.047 1.339
H 5.204 0.585 1.853
H 3.141 -1.126 1.333
H 0.209 5.706 1.054
H 2.108 7.652 0.867
H 4.408 6.298 0.323
C 1.266 -5.061 -5.809
C 0.504 -3.744 -5.909
N 0.002 -3.305 -4.609
C 0.850 -2.626 -3.822
C 0.466 -2.091 -2.623
C 1.325 -1.431 -1.592
O 1.949 -0.361 -1.776
O 1.248 -1.947 -0.420
C -0.904 -2.129 -2.196
O -1.318 -1.397 -1.242
C -1.730 -3.055 -2.940
C -2.978 -3.466 -2.454
C -3.703 -4.438 -3.086
F -4.872 -4.777 -2.532
C -3.267 -5.058 -4.293
C -2.033 -4.609 -4.790
C -1.249 -3.647 -4.140
N -3.987 -6.051 -4.903
C -3.870 -6.432 -6.292
C -3.603 -7.936 -6.415
N -4.683 -8.726 -5.738
C -5.682 -7.857 -5.060
C -5.019 -6.794 -4.194
H 1.572 -5.374 -6.803
H 0.657 -5.845 -5.369
H 2.163 -4.953 -5.207
H -0.325 -3.819 -6.612
H 1.177 -2.970 -6.282
H 1.863 -2.513 -4.187
H -3.374 -3.034 -1.549
H -1.639 -5.068 -5.679
H -3.068 -5.893 -6.792
H -4.799 -6.164 -6.812
H -2.641 -8.174 -5.958
H -3.551 -8.206 -7.470
H -4.265 -9.370 -5.052
H -5.171 -9.323 -6.420
H -6.321 -8.467 -4.418
H -6.323 -7.398 -5.816
H -4.583 -7.243 -3.293
H -5.822 -6.128 -3.859
C -0.924 -4.395 2.909
C -1.279 -2.954 3.317
C -0.802 -2.006 2.386
N -0.418 -1.241 1.598
H -1.314 -5.075 3.660
H 0.151 -4.533 2.849
H -1.367 -4.648 1.950
H -0.859 -2.737 4.305
H -2.367 -2.847 3.396

---

4.
75
Properties=species:S:1:pos:R:3 method="wB97M-V/def2-TZVPD" gap_ev=7.8 e_homo_ev=-10.3 charge=+1 energy_ha=-6561.92593
Ga 0.953 0.408 0.640
C -1.906 0.952 3.755
C -0.618 1.701 3.793
C -0.393 2.832 4.631
C 0.797 3.517 4.462
C 1.689 3.098 3.494
C 1.401 2.044 2.616
N 0.201 1.356 2.752
N 2.139 1.603 1.514
Si 3.707 2.465 1.072
C 4.440 1.760 -0.537
C 3.119 4.202 0.574
C 4.832 2.343 2.575
H -2.559 1.332 3.014
H -2.418 0.988 4.726
H -1.761 -0.080 3.438
H -1.154 3.136 5.331
H 1.077 4.390 5.092
H 2.557 3.754 3.238
H 3.713 1.697 -1.376
H 4.954 0.792 -0.433
H 5.228 2.432 -0.879
H 2.902 4.895 1.387
H 2.265 4.157 -0.107
H 3.957 4.572 -0.037
H 5.362 3.230 2.797
H 5.566 1.501 2.442
H 4.261 2.001 3.487
C 3.423 -2.129 0.738
C 2.019 -2.362 1.157
N 1.044 -1.515 1.241
C -0.050 -2.186 1.837
C 0.278 -3.478 2.038
N 1.586 -3.561 1.607
H 3.891 -1.200 1.146
H 3.386 -1.974 -0.365
H 4.059 -3.028 0.851
H -0.887 -1.624 2.215
H -0.304 -4.269 2.507
H 2.121 -4.404 1.437
Br -0.916 -5.325 -1.411
C -2.199 -4.439 -2.565
C -1.985 -4.654 -3.925
C -3.035 -4.467 -4.780
C -4.230 -3.862 -4.345
C -4.424 -3.520 -3.010
C -3.458 -3.913 -2.070
I -3.828 -3.879 -0.019
H -0.976 -5.040 -4.256
H -2.901 -4.841 -5.820
H -5.082 -3.678 -5.034
H -5.415 -3.178 -2.724
C -4.103 2.751 -0.233
C -4.122 1.345 -0.207
C -2.941 0.614 -0.216
C -1.718 1.222 -0.289
C -1.703 2.680 -0.233
C -2.897 3.398 -0.241
N -0.482 0.525 -0.560
C -0.380 -0.057 -1.845
C 0.849 0.020 -2.517
C 1.036 -0.620 -3.771
C 0.029 -1.388 -4.366
C -1.270 -1.315 -3.766
C -1.456 -0.586 -2.622
H -5.063 3.248 -0.271
H -5.029 0.812 -0.042
H -2.993 -0.459 -0.175
H -0.753 3.126 -0.457
H -2.835 4.450 -0.183
H 1.697 0.505 -2.053
H 2.039 -0.509 -4.167
H 0.274 -2.100 -5.142
H -2.114 -1.774 -4.265
H -2.494 -0.440 -2.285

---

5.
79
Properties=species:S:1:pos:R:3 method="wB97M-V/def2-TZVPD" gap_ev="4.8 / 6.1" e_homo_ev="-10.3 / -11.6" charge=+2 energy_ha=-3539.89002 spin_multiplicity=3
Ti 0.364 0.053 -0.369
C -1.385 -2.703 -0.045
N -1.705 -1.271 -0.153
C -2.681 -0.910 -1.196
C -2.028 -0.165 -2.327
N -0.768 0.169 -2.299
C -0.533 0.829 -3.516
C 0.638 1.393 -4.016
C 0.575 1.962 -5.269
C -0.622 1.979 -6.012
C -1.788 1.428 -5.523
C -1.705 0.855 -4.257
N -2.660 0.211 -3.461
C 0.003 -2.993 -0.544
N 0.834 -2.041 -0.871
C 1.964 -2.703 -1.386
C 3.136 -2.176 -1.932
C 4.064 -3.076 -2.406
C 3.845 -4.467 -2.341
C 2.690 -4.996 -1.806
C 1.757 -4.074 -1.338
N 0.488 -4.235 -0.774
H -2.096 -3.294 -0.628
H -1.497 -3.030 0.992
H -1.959 -0.882 0.741
H -3.479 -0.305 -0.759
H -3.160 -1.812 -1.585
H 1.557 1.395 -3.445
H 1.462 2.412 -5.693
H -0.623 2.440 -6.990
H -2.704 1.443 -6.097
H -3.618 0.026 -3.700
H 3.301 -1.107 -1.990
H 4.982 -2.710 -2.847
H 4.605 -5.134 -2.727
H 2.522 -6.063 -1.766
H -0.002 -5.102 -0.632
Cl 1.594 4.614 -2.082
C 2.640 3.431 -1.390
C 4.035 3.655 -1.423
C 4.901 2.753 -0.883
Cl 6.610 3.047 -0.949
C 4.420 1.570 -0.266
C 5.234 0.591 0.351
C 4.642 -0.494 0.921
C 3.243 -0.636 0.852
N 2.442 0.237 0.288
C 3.031 1.361 -0.244
C 2.118 2.292 -0.822
O 0.851 1.969 -0.776
H 4.410 4.555 -1.889
H 6.309 0.716 0.359
H 5.227 -1.268 1.398
H 2.777 -1.538 1.236
N -3.177 0.885 5.082
C -2.986 0.202 3.709
C -3.038 1.266 2.620
C -1.725 2.039 2.375
N -1.306 1.877 0.983
C -0.608 1.590 3.313
C -0.397 0.089 3.476
N 0.295 -0.487 2.304
C -1.723 -0.653 3.747
H -4.047 1.419 5.107
H -2.421 1.535 5.302
H -3.212 0.199 5.838
H -3.865 -0.438 3.650
H -3.866 1.950 2.830
H -3.340 0.751 1.705
H -1.910 3.097 2.589
H -0.435 2.377 0.806
H -1.963 2.320 0.347
H -0.792 2.015 4.308
H 0.330 2.070 3.021
H 0.244 -0.043 4.352
H 0.619 -1.424 2.527
H 1.156 0.042 2.176
H -1.682 -1.179 4.706
H -1.868 -1.449 3.012